1.
{
  "formula": "C10H22BaF6N3O11S2",
  "method": "wB97M-V/def2-TZVPD",
  "elements": ["Ba", "N", "O", "O", "O", "C", "F", "F", "F", "S", "O", "O", "O", "C", "F", "F", "F", "S", "O", "O", "O", "C", "C", "C", "O", "C", "N", "H", "H", "H", "H", "H", "H", "H", "H", "H", "H", "H", "C", "C", "C", "O", "C", "N", "H", "H", "H", "H", "H", "H", "H", "H", "H", "H", "H"],
  "coordinates": [[-0.485, 0.241, -0.638], [-0.443, -0.777, -4.265], [-0.984, -0.964, -5.361], [-1.101, -0.886, -3.170], [0.756, -0.491, -4.178], [3.327, -3.293, -0.319], [3.903, -3.099, 0.848], [4.117, -3.975, -1.138], [2.266, -4.123, -0.141], [2.752, -1.699, -1.193], [3.196, -1.769, -2.572], [1.275, -1.608, -1.031], [3.460, -0.686, -0.411], [2.709, 4.071, -2.576], [2.962, 4.849, -1.519], [1.526, 4.401, -3.093], [3.620, 4.335, -3.541], [2.868, 2.213, -2.172], [4.050, 2.186, -1.327], [1.604, 1.932, -1.467], [3.006, 1.593, -3.462], [-4.567, 0.990, -0.787], [-3.880, 0.476, 0.484], [-3.592, -1.028, 0.464], [-2.618, -1.495, -0.423], [-2.492, -2.912, -0.531], [-2.610, 1.342, 0.505], [-3.797, 0.813, -1.544], [-4.801, 2.051, -0.750], [-5.438, 0.421, -1.110], [-4.396, 0.798, 1.390], [-4.552, -1.529, 0.251], [-3.433, -1.504, 1.446], [-1.517, -3.186, -0.923], [-3.311, -3.281, -1.149], [-2.618, -3.292, 0.490], [-2.943, 2.299, 0.413], [-2.336, 1.303, 1.485], [1.741, 1.981, 3.547], [1.552, 0.983, 2.396], [0.568, -0.139, 2.750], [0.450, -1.044, 1.647], [-0.093, -2.273, 2.092], [0.915, 1.774, 1.289], [1.843, 1.440, 4.497], [0.829, 2.551, 3.756], [2.532, 2.712, 3.409], [2.469, 0.509, 2.048], [-0.355, 0.442, 2.906], [0.832, -0.621, 3.692], [-1.173, -2.178, 2.267], [0.360, -2.648, 3.012], [0.076, -2.996, 1.294], [0.266, 2.516, 1.535], [1.705, 2.270, 0.879]],
  "energy_ha": -2807.2444,
  "homo_energy_ev": -4.95,
  "gap_ev": 5.9,
  "charge": -1,
  "lumo_energy_ev": 0.9358,
  "fmax_ha_per_bohr": 0.070
}

***

2.
{
  "formula": "C21H27O4PSi",
  "method": "wB97M-V/def2-TZVPD",
  "elements": ["C", "Si", "C", "C", "C", "C", "C", "C", "C", "C", "C", "O", "C", "C", "P", "O", "C", "C", "C", "C", "C", "O", "H", "H", "H", "H", "H", "H", "H", "H", "H", "H", "H", "H", "H", "H", "H", "H", "H", "C", "C", "O", "C", "C", "H", "H", "H", "H", "H", "H", "H", "H", "H", "H"],
  "coordinates": [[3.860, -5.158, -1.986], [4.625, -3.387, -1.742], [5.850, -3.550, -0.229], [5.455, -2.711, -3.343], [3.255, -2.133, -1.183], [3.571, -0.685, -0.413], [2.362, 0.341, 0.093], [0.804, -0.098, -0.203], [0.511, -1.540, -0.996], [1.692, -2.559, -1.503], [-1.099, -1.910, -1.256], [-1.558, -2.388, -2.432], [-2.090, -1.584, 0.051], [-3.282, -2.602, 0.550], [-3.444, -4.263, -0.444], [-4.398, -3.963, -1.667], [-4.225, -2.193, 1.828], [-3.980, -0.746, 2.630], [-2.742, 0.257, 2.123], [-1.799, -0.139, 0.842], [-0.528, 0.791, 0.278], [-0.586, 2.136, 0.194], [3.693, -5.729, -0.960], [2.823, -5.085, -2.557], [4.644, -5.793, -2.618], [6.411, -4.584, -0.388], [5.259, -3.618, 0.786], [6.568, -2.620, -0.262], [4.706, -1.907, -3.805], [5.655, -3.585, -4.132], [6.430, -2.125, -3.068], [4.728, -0.472, -0.222], [2.636, 1.349, 0.645], [1.363, -3.533, -2.062], [-2.120, -4.614, -0.974], [-3.860, -5.349, 0.406], [-5.093, -2.932, 2.182], [-4.673, -0.440, 3.552], [-2.526, 1.270, 2.681], [-4.258, 6.672, 1.471], [-2.888, 6.854, 2.108], [-2.285, 5.623, 2.506], [-2.047, 4.673, 1.471], [-1.128, 5.190, 0.375], [-4.937, 6.166, 2.160], [-4.690, 7.646, 1.209], [-4.210, 6.076, 0.556], [-3.002, 7.457, 3.014], [-2.216, 7.410, 1.449], [-2.997, 4.320, 1.053], [-1.578, 3.803, 1.944], [-1.544, 6.061, -0.132], [-0.958, 4.414, -0.381], [-0.161, 5.486, 0.797]],
  "energy_ha": -1747.5000,
  "homo_energy_ev": -9.03,
  "gap_ev": 7.2,
  "smiles": "C[Si](C)(C)c1ccc2c(c1)C(=O)c1c([PH2]=O)cccc1C2=O.CCOCC",
  "lumo_energy_ev": -1.8721,
  "fmax_ha_per_bohr": 0.170
}

***

3.
{
  "formula": "C10H9LaN2O5",
  "method": "wB97M-V/def2-TZVPD",
  "elements": ["O", "C", "La", "C", "O", "C", "O", "C", "O", "C", "O", "H", "C", "C", "C", "C", "N", "N", "C", "H", "H", "H", "H", "H", "H", "H", "H"],
  "coordinates": [[-0.085, 4.769, -2.624], [-0.054, 3.727, -3.091], [0.045, -0.898, -1.193], [0.081, -2.405, -3.473], [0.177, -3.468, -3.980], [-0.197, -0.935, -3.971], [-0.606, -0.775, -5.095], [2.353, -0.425, -2.386], [3.209, -0.037, -3.051], [-2.120, -0.412, -2.459], [-3.007, -0.090, -3.126], [0.248, -0.056, -3.258], [0.014, 2.160, 3.841], [-0.001, 1.058, 2.872], [0.008, -0.323, 3.095], [-0.013, -0.941, 1.858], [0.005, 0.038, 0.879], [0.011, 1.246, 1.553], [-0.020, -2.406, 1.586], [-0.859, 2.083, 4.496], [0.910, 2.104, 4.467], [-0.009, 3.138, 3.356], [-0.011, -0.823, 4.050], [0.009, 2.138, 1.063], [0.876, -2.895, 2.010], [-0.897, -2.868, 2.072], [-0.069, -2.703, 0.507]],
  "energy_ha": -902.9892,
  "homo_energy_ev": [-14.39, -14.45],
  "relative_energy_kj_mol": 0.00,
  "gap_ev": [5.5, 5.4],
  "charge": 2,
  "lumo_energy_ev": [-8.9137, -9.0302],
  "fmax_ha_per_bohr": 0.107
}

***

4.
{
  "formula": "C15H29NO6",
  "method": "wB97M-V/def2-TZVPD",
  "elements": ["C", "C", "C", "C", "H", "H", "O", "C", "O", "N", "C", "H", "H", "C", "H", "O", "C", "H", "H", "C", "H", "H", "O", "C", "H", "C", "O", "C", "C", "O", "C", "C", "H", "H", "H", "H", "H", "H", "H", "H", "H", "H", "H", "H", "H", "H", "H", "H", "H", "H", "H"],
  "coordinates": [[6.452, 1.065, -0.149], [5.290, 0.795, 0.572], [4.853, -0.563, 0.449], [3.463, -0.952, 1.226], [3.536, -0.797, 2.145], [3.094, -2.070, 1.243], [2.225, -0.275, 0.927], [1.681, -0.615, -0.470], [1.955, -1.661, -0.959], [0.735, 0.121, -0.781], [0.513, 1.736, -0.298], [0.538, 2.301, -1.285], [1.419, 1.560, 0.251], [-0.722, 1.933, 0.445], [-0.987, 1.034, 1.000], [-1.845, 1.971, -0.413], [-2.891, 2.499, -0.009], [-3.488, 2.960, -0.873], [-2.524, 3.636, 0.482], [-3.932, 1.832, 0.866], [-3.407, 1.073, 1.294], [-4.627, 2.534, 1.537], [-4.825, 1.223, -0.027], [-4.433, -0.087, -0.406], [-3.326, 0.080, -1.135], [-4.487, -1.253, 0.424], [-3.520, -1.608, 1.381], [-2.541, -2.262, 1.094], [-1.451, -1.997, 0.414], [-1.720, -1.818, -0.971], [-0.674, -1.496, -1.992], [-0.101, -0.224, -2.085], [-0.843, 0.572, -2.022], [0.554, -0.265, -2.866], [0.063, -2.418, -1.751], [-1.078, -1.580, -2.893], [-0.956, -1.024, 0.560], [-0.585, -2.706, 0.633], [-3.063, -3.235, 0.638], [-2.329, -2.614, 2.203], [-4.634, -2.293, 0.051], [-5.615, -0.983, 1.251], [-5.093, -0.379, -1.424], [-0.665, 2.643, 0.997], [5.368, -1.246, 0.801], [4.685, -0.985, -0.582], [5.397, 0.947, 1.666], [4.464, 1.301, 0.250], [6.727, 2.199, -0.256], [7.087, 0.510, 0.177], [6.262, 0.884, -1.332]],
  "energy_ha": -1094.5419,
  "homo_energy_ev": -9.11,
  "relative_energy_kj_mol": 1520.51,
  "gap_ev": 9.8,
  "lumo_energy_ev": 0.6942,
  "fmax_ha_per_bohr": 0.262
}

***

5.
{
  "formula": "C25H26BaN7O2S",
  "method": "wB97M-V/def2-TZVPD",
  "elements": ["Ba", "S", "C", "C", "C", "C", "C", "C", "N", "C", "C", "C", "C", "C", "C", "C", "H", "H", "H", "H", "H", "H", "H", "H", "N", "C", "C", "C", "C", "N", "C", "N", "N", "C", "O", "O", "H", "H", "H", "H", "H", "H", "H", "H", "H", "H", "H", "H", "H", "H", "N", "C", "C", "C", "C", "N", "C", "C", "H", "H", "H", "H"],
  "coordinates": [[-0.300, 1.317, -0.318], [4.795, 1.980, -0.746], [4.395, 2.621, 0.813], [5.235, 2.951, 1.872], [4.658, 3.407, 3.042], [3.271, 3.549, 3.151], [2.440, 3.225, 2.097], [3.005, 2.743, 0.915], [2.300, 2.321, -0.203], [3.096, 1.878, -1.138], [2.650, 1.230, -2.384], [3.565, 1.100, -3.435], [3.194, 0.440, -4.591], [1.913, -0.088, -4.684], [1.022, 0.059, -3.627], [1.335, 0.720, -2.430], [6.308, 2.848, 1.788], [5.290, 3.658, 3.884], [2.845, 3.921, 4.073], [1.366, 3.348, 2.183], [4.561, 1.524, -3.364], [3.892, 0.341, -5.412], [1.611, -0.609, -5.586], [0.026, -0.365, -3.760], [-0.975, -1.397, -0.973], [-1.949, -2.044, -0.086], [-3.332, -1.945, -0.741], [-4.535, -2.448, 0.060], [-4.515, -3.926, 0.443], [-3.607, -4.130, 1.563], [-3.467, -5.239, 2.240], [-2.561, -5.277, 3.233], [-4.187, -6.337, 1.967], [-1.944, -1.350, 1.295], [-2.197, -2.066, 2.294], [-1.717, -0.119, 1.322], [-1.090, -1.714, -1.930], [-0.028, -1.653, -0.704], [-1.701, -3.098, 0.076], [-3.292, -2.484, -1.693], [-3.505, -0.893, -0.985], [-5.427, -2.278, -0.544], [-4.664, -1.854, 0.969], [-4.209, -4.538, -0.413], [-5.526, -4.228, 0.732], [-3.022, -3.300, 1.880], [-2.107, -4.413, 3.490], [-2.583, -6.012, 3.917], [-4.822, -6.347, 1.189], [-3.989, -7.210, 2.420], [5.686, -0.102, 4.456], [4.774, -0.203, 3.766], [3.635, -0.325, 2.894], [3.813, -0.603, 1.544], [2.692, -0.659, 0.736], [1.452, -0.466, 1.194], [1.290, -0.243, 2.502], [2.349, -0.156, 3.390], [4.800, -0.752, 1.129], [2.787, -0.836, -0.330], [0.265, -0.122, 2.839], [2.179, 0.051, 4.436]],
  "energy_ha": -1925.6584,
  "homo_energy_ev": -9.93,
  "relative_energy_kj_mol": 0.00,
  "gap_ev": 7.5,
  "charge": 1,
  "lumo_energy_ev": -2.4471,
  "fmax_ha_per_bohr": 0.002
}

***

6.
{
  "formula": "C19H22N2O3S",
  "method": "wB97M-V/def2-TZVPD",
  "elements": ["C", "C", "C", "C", "C", "C", "C", "C", "C", "O", "N", "C", "S", "C", "C", "O", "O", "C", "C", "C", "C", "C", "N", "C", "C", "H", "H", "H", "H", "H", "H", "H", "H", "H", "H", "H", "H", "H", "H", "H", "H", "H", "H", "H", "H", "H", "H"],
  "coordinates": [[0.486, 4.622, -0.005], [1.080, 3.455, 0.772], [0.181, 2.255, 0.925], [0.546, 1.257, 1.824], [-0.223, 0.122, 1.993], [-1.394, -0.046, 1.265], [-2.239, -1.298, 1.363], [-2.264, -1.949, 2.745], [-1.017, -2.732, 3.088], [-0.588, -2.875, 4.208], [-0.417, -3.351, 2.020], [-0.779, -3.193, 0.704], [0.067, -4.309, -0.383], [0.545, -3.228, -1.762], [1.035, -1.881, -1.258], [1.390, -1.662, -0.131], [0.999, -1.002, -2.241], [1.398, 0.354, -1.946], [0.598, 1.255, -2.872], [2.902, 0.495, -2.145], [-1.701, -2.281, 0.334], [-2.139, -2.102, -0.980], [-2.537, -1.922, -2.044], [-1.762, 0.946, 0.366], [-0.990, 2.083, 0.200], [-0.449, 4.947, 0.445], [0.300, 4.353, -1.042], [1.180, 5.461, 0.005], [2.003, 3.128, 0.281], [1.360, 3.799, 1.772], [1.454, 1.368, 2.398], [0.097, -0.625, 2.702], [-3.266, -1.036, 1.083], [-2.429, -1.200, 3.521], [-3.092, -2.665, 2.791], [0.395, -3.923, 2.217], [-0.277, -3.097, -2.464], [1.364, -3.749, -2.260], [1.143, 0.554, -0.898], [0.827, 2.294, -2.658], [0.846, 1.038, -3.907], [-0.466, 1.086, -2.725], [3.202, 1.521, -1.952], [3.171, 0.233, -3.165], [3.434, -0.159, -1.458], [-2.664, 0.828, -0.219], [-1.314, 2.831, -0.505]],
  "energy_ha": -1470.6741,
  "homo_energy_ev": -8.62,
  "relative_energy_kj_mol": 78.65,
  "gap_ev": 8.8,
  "smiles": "CCc1ccc([C@@H]2CC(=O)NC(SCC(=O)OC(C)C)=C2C#N)cc1",
  "lumo_energy_ev": 0.2146,
  "fmax_ha_per_bohr": 0.023
}

***

7.
{
  "formula": "C11H38O12",
  "method": "wB97M-V/def2-TZVPD",
  "elements": ["C", "C", "C", "O", "H", "H", "H", "H", "H", "H", "H", "H", "O", "C", "C", "O", "H", "H", "H", "H", "H", "H", "O", "C", "C", "O", "H", "H", "H", "H", "H", "H", "O", "C", "C", "O", "H", "H", "H", "H", "H", "H", "O", "C", "C", "O", "H", "H", "H", "H", "H", "H", "O", "H", "H", "O", "H", "H", "O", "H", "H"],
  "coordinates": [[4.614, 1.074, 0.358], [3.263, 0.364, 0.354], [2.337, 0.870, 1.445], [2.647, 0.577, -0.944], [5.329, 0.689, -0.382], [5.176, 0.870, 1.272], [4.417, 2.102, 0.042], [3.315, -0.723, 0.453], [2.582, 0.545, 2.461], [1.300, 0.541, 1.351], [2.377, 1.962, 1.548], [3.264, 1.081, -1.478], [0.353, -4.040, 3.964], [0.345, -3.618, 2.610], [1.341, -2.476, 2.362], [1.329, -2.020, 1.027], [-0.317, -3.511, 4.407], [0.730, -4.389, 1.941], [-0.653, -3.286, 2.301], [2.353, -2.854, 2.556], [1.208, -1.693, 3.134], [0.405, -1.707, 0.889], [-0.607, 5.769, -3.895], [0.742, 5.569, -3.485], [0.694, 4.805, -2.170], [2.009, 4.424, -1.789], [-0.550, 6.142, -4.782], [1.291, 4.997, -4.238], [1.271, 6.513, -3.306], [0.065, 3.920, -2.307], [0.219, 5.352, -1.349], [1.990, 4.022, -0.919], [-0.380, 2.099, -0.621], [-1.258, 1.814, 0.470], [-1.914, 0.424, 0.328], [-0.883, -0.550, 0.193], [0.468, 1.736, -0.328], [-0.656, 1.751, 1.383], [-2.036, 2.566, 0.599], [-2.728, 0.338, -0.398], [-2.406, 0.257, 1.296], [-0.346, -0.137, -0.508], [-0.993, -5.253, -0.185], [-1.130, -4.056, -0.925], [-2.607, -3.734, -1.121], [-3.169, -4.808, -1.853], [-1.303, -5.989, -0.724], [-0.563, -3.301, -0.386], [-0.700, -4.122, -1.932], [-2.784, -2.791, -1.647], [-3.072, -3.682, -0.126], [-3.976, -4.571, -2.308], [-4.593, 3.339, 1.626], [-4.630, 3.980, 0.906], [-4.120, 3.791, 2.333], [0.847, -1.146, -2.274], [0.109, -0.578, -2.525], [1.547, -0.526, -1.995], [-4.209, -2.788, 2.550], [-3.842, -3.680, 2.581], [-3.512, -2.253, 2.154]],
  "energy_ha": -1344.6860,
  "homo_energy_ev": -9.72,
  "relative_energy_kj_mol": 0.00,
  "gap_ev": 10.0,
  "smiles": "CC(C)O.OCCO.OCCO.OCCO.OCCO.O.O.O",
  "lumo_energy_ev": 0.3109,
  "fmax_ha_per_bohr": 0.032
}

***

8.
{
  "formula": "CH5NO4S",
  "method": "wB97M-V/def2-TZVPD",
  "elements": ["C", "N", "O", "O", "O", "O", "S", "H", "H", "H", "H", "H"],
  "coordinates": [[0.157, -0.859, 0.492], [1.021, 1.629, -0.121], [1.852, -0.563, -1.356], [2.591, 0.011, 0.838], [0.269, -2.127, 0.068], [-1.367, -0.064, -0.430], [1.509, 0.041, -0.101], [-0.345, -0.595, 1.509], [1.858, 2.223, -0.101], [0.271, 1.992, -0.634], [0.841, -2.201, -0.669], [-1.820, 0.437, 0.262]],
  "energy_ha": -794.9020,
  "homo_energy_ev": -10.82,
  "relative_energy_kj_mol": 282.90,
  "gap_ev": 10.8,
  "lumo_energy_ev": -0.0133,
  "fmax_ha_per_bohr": 0.096
}

***

Number 4 is which compound?
C15H29NO6